Entry a
Computed, not measured: 2 unconnected molecules or ions with the total composition C3H10NO2, with the ωB97M-V functional and the def2-TZVPD basis.

Geometry as XYZ:
```
16
Properties=species:S:1:pos:R:3:lowdin_charge:R:1
C -2.154 -0.254 0.172 0.0506
C 0.658 -1.808 -0.223 0.0028
C -0.721 0.301 0.120 -0.2583
N 0.389 -0.400 -0.015 0.0770
O 2.362 1.622 0.191 -0.0254
O -0.583 1.651 0.159 0.1287
H -2.185 -0.882 0.987 0.0620
H -2.805 0.635 0.429 0.1167
H -2.405 -0.823 -0.810 0.1491
H 1.404 -2.095 0.425 0.0715
H -0.271 -2.455 -0.220 0.1273
H 1.140 -1.869 -1.218 0.1185
H 2.057 2.532 0.168 0.0647
H 1.272 0.115 -0.044 0.1174
H 3.256 1.605 -0.128 0.0583
H -1.413 2.125 0.006 0.1390
```

- net charge = +1
- HOMO (Ha) = -0.57579
- gap between HOMO and LUMO (eV) = 12.11

=====

Entry b
Computed, not measured: 3 unconnected molecules or ions with the total composition C3H10NO2, with the ωB97M-V functional and the def2-TZVPD basis.

Geometry as XYZ:
```
16
Properties=species:S:1:pos:R:3:lowdin_charge:R:1
C 0.083 -0.451 1.883 -0.1219
C 0.918 -0.930 0.927 0.0983
C -1.639 0.400 0.343 0.1767
N -1.103 0.258 1.515 0.0374
H 0.101 -0.718 2.927 0.1182
H 0.890 -0.515 -0.063 0.0238
H 1.935 -1.373 1.261 0.1282
H -2.579 0.938 0.261 0.1257
H -1.213 -0.002 -0.576 0.1060
H -1.647 0.502 2.397 0.2078
H 1.502 1.638 -1.221 0.0396
H 0.764 2.792 -0.551 0.0806
O 0.715 1.827 -0.732 -0.0505
H 0.389 -0.681 -2.843 0.0354
H 0.437 -2.152 -3.128 0.0460
O 0.447 -1.532 -2.400 -0.0509
```

- net charge = +1
- HOMO (Ha) = -0.53409
- gap between HOMO and LUMO (eV) = 9.30

=====

Stability check: which of them is least stable? entry b.

=====

Entry a
Computed, not measured: 2 unconnected molecules or ions with the total composition C8H12N2O, with the ωB97M-V functional and the def2-TZVPD basis.

Geometry as XYZ:
```
23
Properties=species:S:1:pos:R:3:lowdin_charge:R:1
C -0.067 -0.851 -1.232 -0.1231
C -0.477 -1.587 -0.044 -0.1269
C -0.862 0.235 -1.296 -0.1454
C -1.610 -0.989 0.477 -0.0737
C 2.013 0.468 0.222 -0.5544
C -1.859 0.208 -0.333 -0.2947
C 2.962 -0.627 0.211 -0.0173
C -2.835 1.268 -0.021 -0.0341
N 0.970 0.327 1.092 -0.0624
N -0.015 1.124 0.943 0.0803
O 2.001 1.396 -0.570 0.0612
H 0.709 -1.251 -1.883 0.1100
H 0.022 -2.337 0.460 0.0669
H -0.961 0.946 -2.173 0.1416
H -2.039 -1.325 1.370 0.0804
H 3.612 -0.702 1.132 0.1094
H 2.511 -1.637 0.111 0.0879
H 3.618 -0.605 -0.660 0.0924
H -3.702 0.900 0.562 0.0976
H -3.036 1.741 -1.035 0.1101
H -2.238 1.868 0.557 0.0305
H 0.890 -0.468 1.858 0.2242
H 0.393 1.898 0.253 0.1396
```

- HOMO (spin up / spin down) (Ha) = -0.27770 / -0.28047
- gap between HOMO and LUMO (spin up / spin down) (eV) = 6.90 / 7.58

=====

Entry b
Computed, not measured: C8H12N2O in the gas phase, with the ωB97M-V functional and the def2-TZVPD basis.

Geometry as XYZ:
```
23
Properties=species:S:1:pos:R:3:lowdin_charge:R:1
C 2.807 -0.015 -0.008 -0.1737
C 1.426 -0.021 0.030 -0.1702
C -0.765 -0.806 -0.056 -0.0474
C 0.651 -1.275 0.376 -0.2971
C -0.852 0.795 0.012 -0.4254
C 1.230 -2.438 -0.319 -0.0629
C -1.506 1.521 -1.189 -0.0323
C -1.358 1.327 1.333 -0.0294
N 3.939 0.014 0.021 0.1957
N 0.645 1.055 -0.032 -0.1692
O 1.009 2.230 -0.189 -0.0032
H -1.002 -1.121 -0.992 0.0794
H -1.476 -1.171 0.625 0.1013
H 0.602 -1.344 1.497 0.1598
H 0.483 -3.040 -0.781 0.0651
H 1.786 -3.202 0.431 0.1451
H 1.877 -2.137 -1.080 0.0565
H -2.227 2.354 -0.872 0.0923
H -2.130 0.794 -1.871 0.1075
H -0.723 2.094 -1.856 0.1154
H -1.021 2.459 1.312 0.1399
H -0.943 0.849 2.127 0.0367
H -2.451 1.075 1.479 0.1163
```

- HOMO (spin up / spin down) (Ha) = -0.32812 / -0.32809
- gap between HOMO and LUMO (spin up / spin down) (eV) = 9.01 / 9.01

=====

Stability check: which of them is least stable? entry a.

=====

Entry a
Computed, not measured: 2 unconnected molecules or ions with the total composition C3H8NO, with the ωB97M-V functional and the def2-TZVPD basis.

Geometry as XYZ:
```
13
Properties=species:S:1:pos:R:3:lowdin_charge:R:1
C 1.703 -1.596 -0.813 0.1809
N 1.176 -0.543 -0.342 0.1839
H 1.253 -2.048 -1.684 0.1298
H 2.716 -1.860 -0.518 0.1316
H 1.663 0.116 0.263 0.1625
H 0.223 -0.219 -0.576 0.1097
C -1.320 0.079 1.235 0.0222
C -1.383 1.052 0.320 -0.2831
O -0.392 1.900 -0.095 -0.0068
H -0.348 -0.310 1.527 0.0514
H -2.249 -0.289 1.635 0.0742
H -2.252 1.109 -0.354 0.1320
H -0.789 2.609 -0.597 0.1117
```

- net charge = +1
- HOMO (Ha) = -0.48808
- gap between HOMO and LUMO (eV) = 7.70

=====

Entry b
Computed, not measured: 2 unconnected molecules or ions with the total composition C3H8NO, with the ωB97M-V functional and the def2-TZVPD basis.

Geometry as XYZ:
```
13
Properties=species:S:1:pos:R:3:lowdin_charge:R:1
C 1.896 -1.725 -1.019 0.1151
N 1.555 -0.538 -1.337 0.1563
H 1.227 -2.224 -0.319 0.1128
H 2.922 -2.098 -0.964 0.1220
H 2.373 0.053 -1.523 0.1558
H 0.540 -0.198 -0.912 0.0766
O -0.553 0.619 -0.722 0.0357
C -1.252 0.376 0.252 -0.1955
C -1.719 1.367 1.306 -0.0209
H -1.316 -0.656 0.653 0.1359
H -2.815 1.308 1.228 0.0991
H -1.361 2.348 0.955 0.0914
H -1.497 1.368 2.403 0.1158
```

- net charge = +1
- HOMO (Ha) = -0.55779
- gap between HOMO and LUMO (eV) = 10.10

=====

Entry c
Computed, not measured: 2 unconnected molecules or ions with the total composition C3H8NO, with the ωB97M-V functional and the def2-TZVPD basis.

Geometry as XYZ:
```
13
Properties=species:S:1:pos:R:3:lowdin_charge:R:1
C 1.834 0.415 -0.783 -0.0178
C -0.962 0.528 1.410 0.0058
C -0.612 -0.512 0.356 -0.1504
N -1.325 -0.738 -0.649 0.1913
O 2.765 0.200 -1.575 0.0380
H 2.262 1.223 -0.131 0.0488
H -2.004 0.383 1.603 0.0929
H -0.657 1.464 1.114 0.0687
H -0.423 0.358 2.338 0.1015
H 0.257 -1.105 0.606 0.1187
H 2.461 -0.447 -2.258 0.1356
H -2.281 -0.226 -0.768 0.2114
H -1.315 -1.544 -1.264 0.1556
```

- net charge = +1
- HOMO (Ha) = -0.47428
- gap between HOMO and LUMO (eV) = 8.62

=====

Entry d
Computed, not measured: a gas-phase ion, C3H8NO (charge +1), with the ωB97M-V functional and the def2-TZVPD basis.

Geometry as XYZ:
```
13
Properties=species:S:1:pos:R:3:lowdin_charge:R:1
O 2.168 -2.062 0.131 0.1171
C 1.873 -0.933 -0.128 -0.2166
C 0.539 -0.433 0.412 -0.0817
N -0.265 0.422 -0.501 0.0149
C -1.611 0.725 0.095 0.0170
H 2.603 -0.325 -0.679 0.1395
H -0.078 -1.234 0.789 0.1431
H 0.851 0.156 1.284 0.1548
H 0.142 1.322 -0.757 0.1897
H -0.402 -0.047 -1.393 0.1863
H -1.427 1.301 0.995 0.1118
H -2.174 -0.161 0.374 0.1129
H -2.219 1.268 -0.622 0.1114
```

- net charge = +1
- HOMO (Ha) = -0.53964
- gap between HOMO and LUMO (eV) = 10.64

=====

Stability check: which of them is least stable? entry c.